The following is a DFT calculation (ωB97M-V/def2-TZVPD) of C46H39N10O4SW as an isolated structure.

Last column: Löwdin charge in e.
Cartesian coordinates (Å):
1 W -0.610061 0.286150 0.313037  1.57
2 S -0.932732 2.628875 0.602409  0.80
3 O -0.046519 1.138518 -1.562980  -0.23
4 O 3.875143 -6.446787 1.075437  0.16
5 O 4.904581 -4.556474 0.558228  0.15
6 O -1.018168 0.022024 -3.284048  0.09
7 N 1.100974 2.377060 4.562812  0.15
8 N 0.289181 -1.337409 -1.086964  0.02
9 N -2.569255 0.589325 -0.910888  0.01
10 N 1.535478 -2.929252 -2.998024  0.15
11 N -0.625444 1.965831 -5.001369  0.11
12 N -0.628898 -1.712193 1.455032  -0.01
13 N 8.244959 2.383008 -0.716423  0.10
14 N 1.534655 0.468367 0.287330  -0.01
15 N 0.170758 0.877585 2.392200  -0.06
16 N -2.495549 0.088631 1.664192  -0.05
17 C 2.265814 -0.073341 -0.705176  -0.18
18 C -0.398775 0.950853 -2.790118  -0.56
19 C 7.433830 2.144246 -1.740683  -0.10
20 C -3.842040 3.566762 -2.775191  -0.02
21 C -0.489283 0.933105 3.556687  -0.07
22 C 1.743650 -2.193184 1.823818  -0.01
23 C 3.582574 0.275819 -0.917752  0.09
24 C 3.918777 -5.120223 0.932634  -0.48
25 C 0.133797 2.049295 -3.708209  -0.14
26 C -4.809134 -0.350936 3.172702  0.01
27 C 0.295854 -3.938986 1.012627  -0.02
28 C -4.537550 1.201432 -2.823257  0.04
29 C -3.697615 2.232120 -2.336060  -0.15
30 C 1.388988 -4.790636 0.902710  0.01
31 C -3.467197 -1.701649 -0.757037  -0.02
32 C 1.775611 2.303649 3.430053  -0.02
33 C -2.755235 1.904562 -1.338554  -0.24
34 C -2.030376 2.957699 -0.730514  -0.55
35 C -3.824505 -1.321946 3.086993  0.03
36 C 6.112489 1.750057 -1.581929  -0.01
37 C -3.443929 1.026830 1.768949  -0.10
38 C 2.662006 -4.330247 1.210251  -0.11
39 C -2.209778 4.253697 -1.159534  -0.07
40 C 3.463626 1.678257 0.998947  0.10
41 C 1.640427 1.803634 -5.652056  -0.12
42 C -3.099352 4.562285 -2.200168  -0.04
43 C 6.454995 1.863945 0.776848  0.00
44 C 0.287363 -3.154183 -2.613963  -0.05
45 C 1.344883 1.541052 2.348444  -0.23
46 C -1.598198 -2.006619 2.233045  -0.04
47 C 7.766143 2.240203 0.513969  -0.10
48 C -4.604970 0.846316 2.503577  0.02
49 C 1.566247 -1.126868 -1.445674  -0.18
50 C 1.613932 1.859976 -4.108964  -0.08
51 C -2.695716 -1.068038 2.329564  -0.29
52 C 0.311944 2.397700 -6.095418  -0.08
53 C 5.606937 1.611346 -0.294574  -0.18
54 C 0.483259 -2.632786 1.438199  -0.27
55 C -4.436065 -0.038875 -2.289456  0.01
56 C 2.828098 -3.036745 1.694554  0.02
57 C -0.334157 -2.359467 -1.662483  -0.08
58 C -3.436144 -0.321719 -1.330092  -0.28
59 C 2.149398 1.282619 1.158913  -0.19
60 C -0.015450 1.660061 4.634323  -0.04
61 C 4.206805 1.201246 -0.077427  -0.09
62 C 2.172605 -1.931731 -2.402238  -0.02
63 H -1.481281 2.520976 -4.974660  0.19
64 H 8.456087 2.430014 1.326918  0.12
65 H -3.489336 -2.446087 -1.553737  0.11
66 H -3.220974 5.590907 -2.511939  0.12
67 H -0.049724 3.026463 -3.264278  0.17
68 H -3.917734 -2.267632 3.605469  0.14
69 H 0.324404 3.486196 -6.098751  0.14
70 H 2.471417 2.365867 -6.070431  0.13
71 H 2.209512 2.680817 -3.716924  0.13
72 H 1.871345 -1.200414 2.230998  0.10
73 H -0.914032 0.980190 -5.092375  0.17
74 H 3.825187 -2.704620 1.953516  0.14
75 H -4.401093 -1.819514 -0.200953  0.11
76 H -5.326160 1.649919 2.554271  0.13
77 H 2.006865 0.935427 -3.685559  0.11
78 H -0.562180 1.671700 5.568277  0.13
79 H 4.154628 -0.193808 -1.704550  0.13
80 H 1.732366 0.776057 -6.002428  0.13
81 H 3.204689 -1.778456 -2.690271  0.13
82 H -0.054820 2.039138 -7.053417  0.14
83 H 3.920035 2.352489 1.708913  0.13
84 H -0.243733 -3.976196 -3.076864  0.13
85 H -4.579356 3.788422 -3.536800  0.13
86 H -5.281116 1.428451 -3.578146  0.14
87 H -1.585923 -2.908382 2.840624  0.17
88 H -1.419594 0.403023 3.646938  0.10
89 H 7.854776 2.273840 -2.730252  0.12
90 H 5.492453 1.588100 -2.455428  0.11
91 H 3.084793 -6.753230 1.538384  0.12
92 H -2.638629 -1.892640 -0.088029  0.03
93 H 6.132049 1.737114 1.802440  0.12
94 H -5.098128 -0.838594 -2.592401  0.14
95 H 2.694829 2.872342 3.372972  0.14
96 H -1.659180 5.048241 -0.671037  0.12
97 H -1.351486 -2.548986 -1.377816  0.09
98 H -3.256856 1.962882 1.267573  0.08
99 H 1.239527 -5.794873 0.524699  0.13
100 H -0.690808 -4.281813 0.721444  0.13
101 H -5.704528 -0.518488 3.756313  0.14

Forces on atoms 1 to 3 (eV/Å):
W -0.3663 -0.0564 0.1608
S -0.0678 0.0186 -0.1287
O -0.1143 -0.2166 0.0395

ΔE to the lowest compared entry with this formula, charge and spin, kJ/mol: 0.00
Energy, Eh: -3089.4385
Net charge: +3
Orbital gap, eV: 6.102
HOMO level, eV: -14.99
Lowest unoccupied orbital energy, eV: -8.88
Strongest force on any atom, Eh/bohr: 0.0079